A molecular structure, C24H33N2O6PdSeSi. Source: OMol25; level of theory: ωB97M-V/def2-TZVPD.

Values from the calculation:
* largest force on an atom: 1.0 eV Å⁻¹
* gap between HOMO and LUMO: 8.045 eV
* charge: -1
* energy relative to the best compared isomer or geometry (same formula, charge and spin): 35.2 kJ/mol
* HOMO level: -5.49 eV

XYZ file:
```
68
Properties=species:S:1:pos:R:3:forces:R:3:lowdin_charge:R:1
Pd 1.3632 0.6760 -0.3225 0.32 -0.36 0.62 0.851
C -0.2464 1.5906 0.4999 -0.15 0.08 0.05 -0.316
Si -1.0501 0.4000 1.6484 -0.13 0.05 -0.20 0.624
C 0.3754 -0.7683 2.0515 0.01 -0.04 -0.03 -0.219
N 1.0715 -1.1158 0.7786 -0.09 -0.17 -0.02 -0.283
C 0.3388 -2.1783 0.0030 -0.01 0.06 -0.04 -0.154
C 1.0075 -3.5496 0.0643 -0.03 -0.01 -0.03 -0.180
C 1.4485 -3.8716 1.4856 0.00 0.01 0.01 -0.195
C 2.4834 -2.8322 1.9536 0.06 -0.01 -0.01 -0.172
C 2.4533 -1.5776 1.0820 0.06 0.13 -0.06 -0.207
C -1.7199 1.1080 3.2676 0.09 -0.03 -0.02 -0.230
C -3.0837 1.2228 3.5365 -0.04 -0.02 -0.04 -0.101
C -3.5429 1.8004 4.7118 -0.04 0.01 0.03 -0.099
C -2.6407 2.2768 5.6503 -0.01 0.02 0.04 -0.107
C -1.2788 2.1797 5.4029 0.00 0.02 0.03 -0.096
C -0.8297 1.6047 4.2242 0.04 -0.01 -0.01 -0.095
C -2.4400 -0.5659 0.8183 -0.01 0.04 0.05 -0.261
C -3.1844 -1.5243 1.5136 0.02 0.04 0.05 -0.120
C -4.1394 -2.2989 0.8754 -0.02 -0.03 -0.01 -0.099
C -4.3661 -2.1339 -0.4856 -0.04 -0.03 0.00 -0.099
C -3.6371 -1.1942 -1.1962 0.01 0.01 -0.03 -0.074
C -2.6877 -0.4176 -0.5453 0.03 0.01 -0.03 -0.088
H 0.2190 2.4259 1.0354 -0.04 -0.02 0.01 0.014
H -0.9109 2.0251 -0.2529 -0.01 -0.01 -0.01 0.003
H 0.1328 -1.6678 2.6278 -0.06 0.01 0.01 0.088
H 1.0872 -0.1817 2.6417 0.01 -0.02 0.03 0.092
H 0.2376 -1.8422 -1.0282 -0.01 -0.05 0.01 0.095
H -0.6631 -2.2575 0.4239 0.02 -0.01 -0.03 0.101
H 1.8672 -3.5856 -0.6085 0.01 0.00 -0.01 0.115
H 0.2904 -4.2851 -0.3071 0.00 -0.01 0.01 0.113
H 1.8566 -4.8824 1.5494 0.00 0.01 0.00 0.101
H 0.5695 -3.8521 2.1373 0.00 0.00 0.00 0.100
H 3.4941 -3.2409 1.8826 0.00 -0.01 0.01 0.111
H 2.3293 -2.5793 3.0041 -0.02 0.01 0.01 0.100
H 2.9491 -1.7461 0.1273 0.00 0.01 0.06 0.103
H 2.9838 -0.7428 1.5451 -0.01 -0.07 -0.03 0.111
H -3.8037 0.8579 2.8135 -0.01 -0.01 -0.02 0.093
H -4.6079 1.8797 4.8944 0.00 0.00 0.00 0.096
H -2.9965 2.7273 6.5689 0.00 0.00 0.00 0.094
H -0.5665 2.5574 6.1259 0.00 0.00 0.00 0.098
H 0.2384 1.5556 4.0436 0.03 0.00 -0.01 0.100
H -3.0106 -1.6721 2.5749 0.00 0.00 0.03 0.103
H -4.7031 -3.0358 1.4347 0.00 -0.01 0.00 0.095
H -5.1043 -2.7450 -0.9905 -0.01 0.00 0.00 0.095
H -3.7868 -1.0737 -2.2615 0.00 0.00 -0.01 0.104
H -2.1007 0.2855 -1.1218 0.00 0.02 -0.02 0.084
O -1.3948 0.6756 -4.3862 0.07 -0.07 -0.01 0.092
C -0.3492 0.3225 -3.6215 0.05 0.09 0.04 -0.502
O -0.3037 -0.7237 -3.0259 -0.17 -0.03 -0.12 0.081
C 0.7518 1.3594 -3.5583 0.03 0.00 0.07 -0.255
N 0.4437 2.5446 -4.3918 -0.05 -0.04 0.00 -0.024
C 1.5807 2.7387 -5.3146 0.03 0.02 -0.02 -0.197
C 2.7636 2.0389 -4.6498 0.00 0.03 0.00 -0.160
C 2.1039 0.8064 -4.0398 0.00 -0.03 0.02 -0.117
H 0.8495 1.6595 -2.5112 -0.02 -0.04 -0.10 0.098
H 0.3763 3.3488 -3.7822 0.00 -0.01 0.00 0.119
H -1.1263 1.5550 -4.7463 -0.02 0.04 0.05 0.091
H 1.7346 3.8034 -5.4945 0.01 -0.02 -0.01 0.109
H 1.3487 2.2687 -6.2757 0.00 -0.01 0.00 0.107
H 3.1834 2.6582 -3.8542 0.01 0.01 0.01 0.108
H 3.5597 1.7914 -5.3522 0.02 0.00 0.00 0.109
H 2.6665 0.3776 -3.2113 -0.01 0.03 -0.02 0.090
H 1.9504 0.0333 -4.7987 -0.02 0.00 -0.02 0.122
O 2.1746 2.4483 -0.9362 0.41 0.24 0.13 -0.576
Se 3.7362 1.8357 -0.5323 -0.24 0.04 -0.94 0.763
O 3.9784 1.8770 1.0604 0.05 0.04 0.22 -0.499
O 3.4093 0.2541 -1.0380 0.06 0.25 0.27 -0.561
O 4.8670 2.5714 -1.4179 -0.17 -0.12 0.04 -0.485
```
Forces are in eV/Å.

=====

A single C24H33N3O3 molecule. Source: OMol25; level of theory: ωB97M-V/def2-TZVPD.

Values from the calculation:
* largest force on an atom: 0.8 eV Å⁻¹
* gap between HOMO and LUMO: 8.914 eV
* charge: 0
* energy relative to the best compared isomer or geometry (same formula, charge and spin): 267.8 kJ/mol
* SMILES: C=CCC1(CC=C)CCCN1C(=O)C[C@@H]1C(=O)NCCN1Cc1cccc(OC)c1
* HOMO level: -8.15 eV

XYZ file:
```
63
Properties=species:S:1:pos:R:3:forces:R:3:lowdin_charge:R:1
C 2.1491 0.8975 0.9229 0.13 0.15 -0.12 0.028
C 2.3645 0.1415 1.9844 -0.03 -0.05 0.32 -0.171
C 1.3227 -0.7332 2.6078 -0.03 -0.07 -0.16 -0.123
C 1.3464 -2.1769 2.0524 -0.28 0.09 0.62 -0.396
C 0.2319 -2.9965 2.7382 0.00 0.08 -0.10 -0.131
C 0.0976 -4.3700 2.1677 -0.06 0.24 0.09 -0.178
C 0.3051 -5.4850 2.8438 -0.02 -0.22 -0.02 0.006
C 2.7130 -2.8543 2.2419 -0.01 0.03 -0.17 -0.101
C 3.4376 -2.6608 0.9147 -0.05 0.00 -0.03 -0.141
C 2.3040 -2.6998 -0.1049 0.35 -0.19 -0.41 -0.135
N 1.1670 -2.1438 0.5976 0.01 -0.03 0.26 0.008
C 0.0427 -1.6729 0.0208 0.41 -0.14 -0.62 -0.428
O -0.9120 -1.2742 0.6650 -0.50 0.15 0.19 0.049
C 0.0437 -1.6806 -1.5005 -0.49 0.05 -0.03 -0.024
C -1.2231 -1.0027 -2.0522 0.28 -0.40 0.30 -0.208
C -1.3917 -1.4283 -3.5096 -0.05 -0.05 -0.01 -0.450
O -1.4419 -2.6035 -3.8242 -0.03 -0.32 0.13 0.052
N -1.4589 -0.4564 -4.4413 -0.04 0.17 -0.44 0.089
C -1.3692 0.9620 -4.1881 0.07 0.33 0.40 -0.153
C -0.5875 1.1646 -2.8846 -0.06 0.09 -0.38 -0.149
N -1.1647 0.4224 -1.7936 -0.05 -0.06 0.06 -0.111
C -2.3555 1.0251 -1.2153 0.01 0.04 0.04 -0.127
C -1.9504 2.2405 -0.4254 -0.15 0.20 -0.02 -0.205
C -1.3278 2.0614 0.8057 0.02 0.02 0.13 -0.049
C -0.8943 3.1557 1.5246 -0.05 -0.18 -0.04 -0.069
C -1.0753 4.4425 1.0390 -0.03 0.41 -0.11 -0.028
C -1.7039 4.6308 -0.1846 0.02 -0.03 -0.01 -0.269
O -1.9409 5.8440 -0.7668 -0.07 -0.36 -0.09 -0.089
C -1.5378 7.0039 -0.0827 0.07 0.18 0.12 -0.096
C -2.1362 3.5207 -0.9120 -0.03 0.08 0.08 0.028
H 2.9270 1.5054 0.4903 0.19 0.09 -0.04 0.057
H 1.1838 0.9497 0.4474 -0.29 -0.01 -0.08 0.047
H 3.3444 0.1194 2.4462 0.17 0.06 -0.04 0.102
H 1.4669 -0.7800 3.6887 -0.04 -0.03 0.04 0.123
H 0.3344 -0.3230 2.4035 -0.01 -0.02 0.10 0.103
H 0.4538 -3.0517 3.8054 0.02 0.01 0.06 0.126
H -0.7114 -2.4657 2.5980 0.06 0.02 0.13 0.114
H -0.1962 -4.4108 1.1270 -0.06 -0.12 -0.16 0.108
H 0.1869 -6.4570 2.3956 -0.04 -0.17 -0.14 0.051
H 0.5894 -5.4730 3.8841 0.06 0.08 0.21 0.059
H 3.2596 -2.4283 3.0806 -0.02 0.01 0.10 0.123
H 2.5652 -3.9188 2.4301 0.03 0.03 0.04 0.108
H 4.1820 -3.4326 0.7284 0.03 0.00 -0.04 0.113
H 3.9259 -1.6873 0.8836 0.02 -0.04 -0.04 0.100
H 2.5481 -2.1192 -0.9954 -0.03 -0.07 0.02 0.117
H 2.0898 -3.7322 -0.4111 0.06 0.06 -0.05 0.131
H 0.0850 -2.7096 -1.8643 0.13 0.00 -0.02 0.131
H 0.9207 -1.1443 -1.8655 0.07 -0.04 -0.05 0.119
H -2.0714 -1.4279 -1.5049 0.07 0.07 -0.15 0.160
H -1.6093 -0.7695 -5.3902 0.01 -0.11 0.17 0.149
H -2.3718 1.4009 -4.0992 0.13 0.05 -0.05 0.110
H -0.8590 1.4466 -5.0250 -0.04 -0.02 0.07 0.121
H 0.4398 0.8160 -3.0342 0.02 0.09 -0.05 0.126
H -0.5578 2.2220 -2.6175 0.08 -0.03 -0.05 0.119
H -2.7852 0.2951 -0.5280 -0.03 0.01 -0.09 0.126
H -3.1146 1.2904 -1.9692 -0.01 -0.02 0.07 0.122
H -1.1974 1.0580 1.1781 0.05 -0.15 0.06 0.091
H -0.4061 3.0173 2.4783 0.04 -0.02 0.08 0.107
H -0.7272 5.2804 1.6223 0.01 0.10 0.02 0.100
H -1.8289 7.8385 -0.7189 0.04 -0.02 0.08 0.091
H -0.4533 7.0265 0.0682 -0.05 0.00 0.01 0.094
H -2.0405 7.0958 0.8857 0.03 -0.01 -0.03 0.095
H -2.6268 3.6949 -1.8584 -0.08 -0.01 -0.14 0.125
```
Forces are in eV/Å.

=====

5 unconnected molecules or ions with the total composition C24H34BrN4O15 at a distorted geometry. Source: OMol25; level of theory: ωB97M-V/def2-TZVPD.

Values from the calculation:
* largest force on an atom: 1.8 eV Å⁻¹
* gap between HOMO and LUMO: 7.077 eV
* charge: +1
* energy relative to the best compared isomer or geometry (same formula, charge and spin): 6.4 kJ/mol
* HOMO level: -11.99 eV

XYZ file:
```
78
Properties=species:S:1:pos:R:3:forces:R:3:lowdin_charge:R:1
C 6.9733 -0.9757 1.6315 0.37 -0.04 0.28 -0.102
O 7.4196 0.3610 1.4843 -0.47 -0.21 -0.13 -0.179
C 7.1314 0.9716 0.2407 0.35 0.74 -0.13 -0.231
C 6.5673 2.3823 0.4471 -0.13 -0.10 0.22 -0.153
C 5.0383 2.4783 0.4414 0.25 -0.28 -0.07 -0.189
C 4.4179 1.2915 1.1885 -0.65 -0.13 0.18 -0.165
C 2.9741 1.5131 1.5232 0.41 0.15 -0.11 -0.240
N 2.0934 0.8313 0.8153 -0.18 0.20 0.38 0.239
N 0.8114 0.9767 1.1018 -0.35 -0.94 -0.64 -0.047
N -0.1037 0.2592 0.2848 -0.36 0.73 0.62 0.180
C -0.3816 -0.9160 0.7159 0.03 -0.24 0.17 -0.334
C 0.3819 -1.6587 1.7742 -0.40 -0.31 -0.21 0.003
C -1.5133 -1.6113 0.0394 0.79 0.56 -0.49 -0.002
C 0.3242 1.7762 2.0405 0.26 1.39 1.09 -0.294
O -0.9935 1.9444 2.2794 0.72 -0.27 -1.34 -0.011
N -1.6124 0.8367 3.0890 -0.69 -0.43 0.94 0.110
O -0.9165 0.4300 3.8966 -0.01 -0.07 -0.30 0.150
C 1.2196 2.5329 2.8012 0.52 -0.13 -0.25 0.020
C 2.5646 2.4120 2.5493 -0.42 -0.13 -0.14 -0.563
Br 3.7889 3.3982 3.5430 0.00 -0.09 0.05 0.961
H 6.1036 -1.0129 2.2917 -0.18 -0.06 -0.09 0.074
H 6.7596 -1.4613 0.6808 -0.13 0.07 -0.12 0.091
H 7.7630 -1.5509 2.1094 0.09 -0.01 0.07 0.090
H 8.0651 1.0952 -0.3090 0.11 -0.24 -0.08 0.125
H 6.4617 0.3745 -0.3787 -0.03 -0.20 0.01 0.117
H 6.9314 2.7355 1.4112 0.17 0.01 0.05 0.121
H 6.9943 3.0303 -0.3139 -0.12 0.18 -0.07 0.116
H 4.7039 3.4040 0.9007 0.12 0.22 0.02 0.074
H 4.6738 2.5007 -0.5853 -0.15 -0.16 -0.07 0.123
H 4.4587 0.3778 0.6046 0.11 -0.06 -0.13 0.120
H 4.9205 1.0824 2.1338 0.29 0.19 0.01 0.112
H -0.1306 -2.5916 1.9825 -0.04 -0.08 0.08 0.094
H 1.3495 -1.9252 1.3525 0.23 0.15 0.16 0.105
H 0.4817 -1.1268 2.7151 0.31 0.14 -0.03 0.067
H -2.0540 -2.2508 0.7256 -0.12 -0.11 -0.03 0.102
H -2.1284 -0.8528 -0.4340 -0.31 -0.10 0.01 0.094
H -1.0786 -2.1963 -0.7729 -0.20 -0.39 0.04 0.095
H 0.8407 3.1970 3.5606 -0.12 0.02 0.06 0.136
C -5.5230 -2.3796 -1.2267 -0.22 -0.06 -0.18 -0.100
C -5.6459 -1.9505 -2.6725 -0.25 -0.03 -0.02 -0.096
O -4.2757 -1.9364 -3.1019 0.05 -0.01 0.05 0.073
C -3.5797 -2.7699 -2.3055 -0.17 -0.10 -0.04 -0.581
O -2.4533 -3.1114 -2.5029 0.10 0.05 -0.03 0.129
O -4.3181 -3.1672 -1.2507 0.03 0.13 -0.01 0.068
H -6.3638 -2.9738 -0.8798 0.14 -0.14 0.08 0.137
H -5.3835 -1.5405 -0.5537 0.08 0.02 0.02 0.110
H -6.1953 -2.6690 -3.2816 0.05 -0.04 0.01 0.138
H -6.0967 -0.9693 -2.7909 0.19 0.07 -0.08 0.136
C -1.1726 3.9947 -0.4747 0.04 -0.14 0.19 -0.144
C 0.1559 4.3836 -1.0932 0.13 -0.02 0.12 -0.130
O -0.2065 4.6695 -2.4395 -0.08 -0.04 0.10 0.066
C -1.5287 4.9955 -2.4654 0.01 0.00 -0.02 -0.554
O -2.0963 5.4414 -3.3989 -0.06 0.03 -0.08 0.194
O -2.1047 4.7304 -1.2583 0.13 -0.01 -0.02 0.063
H -1.2484 4.2721 0.5756 -0.16 0.13 -0.05 0.124
H -1.3878 2.9273 -0.5787 0.05 0.00 -0.03 0.120
H 0.5799 5.2829 -0.6406 -0.04 0.02 0.00 0.135
H 0.8966 3.5853 -1.0568 -0.02 -0.01 -0.21 0.122
C -6.0145 0.0622 2.1505 0.01 0.14 0.01 -0.116
C -6.7366 -0.1019 3.4731 0.06 0.15 0.11 -0.111
O -7.6647 -1.1500 3.1855 0.13 0.04 -0.09 0.076
C -7.1857 -1.8729 2.1499 -0.08 -0.08 0.05 -0.561
O -7.6272 -2.9033 1.7705 -0.01 -0.08 -0.10 0.183
O -6.1095 -1.2512 1.5872 0.01 0.23 0.26 0.017
H -4.9733 0.3566 2.2630 0.04 -0.16 -0.05 0.120
H -6.5158 0.7687 1.4866 -0.03 -0.01 0.02 0.136
H -6.0732 -0.4297 4.2756 0.01 -0.03 -0.03 0.133
H -7.2601 0.7962 3.7891 -0.16 -0.09 -0.02 0.136
C 0.4533 -3.5585 -3.7136 -0.20 -0.03 -0.02 -0.131
C 0.9073 -3.7493 -5.1444 -0.12 0.00 -0.08 -0.108
O 2.3268 -3.5845 -5.0374 -0.07 -0.03 0.09 0.063
C 2.6918 -3.8638 -3.7643 -0.01 0.02 -0.05 -0.576
O 3.8115 -3.9741 -3.3882 0.09 0.02 0.06 0.163
O 1.5990 -3.9915 -2.9699 0.00 0.04 -0.07 0.050
H -0.4191 -4.1497 -3.4564 0.08 -0.05 0.13 0.115
H 0.2546 -2.5123 -3.4731 0.00 0.01 -0.04 0.127
H 0.6955 -4.7512 -5.5203 0.03 -0.02 0.04 0.135
H 0.4864 -3.0177 -5.8285 0.18 0.07 -0.02 0.134
```
Forces are in eV/Å.